a:
Density functional theory data (wB97M-V/def2-TZVPD) for a molecular structure, C6H6N2.

## Properties
- HOMO-LUMO gap (hartree) = 0.2887
- highest occupied orbital energy (eV) = -8.6

```
! wB97M-V def2-TZVPD RIJCOSX def2/J DEFGRID3
* xyz 0 1
C 0.2150 1.7991 -0.1069
C -0.4920 0.4420 -0.0182
C 0.2179 -0.8454 0.2160
C 1.5340 -1.2059 -0.0553
C 2.7645 -1.1013 -0.0796
C -0.7359 -1.9359 -0.0070
H 0.2850 2.1457 0.9504
H -0.5250 2.4708 -0.7342
H 1.3619 1.5974 -0.5952
H -2.1397 -0.7457 0.8016
H -2.6747 1.0283 0.5414
H 3.8059 -1.3307 -0.3911
N -1.8846 0.3491 -0.3082
N -1.7322 -2.6675 -0.2139
*
```


b:
Density functional theory data (wB97M-V/def2-TZVPD) for C6H6N2 in the gas phase.

## Properties
- HOMO-LUMO gap (hartree) = 0.3819
- highest occupied orbital energy (eV) = -9.4
- SMILES string = C#C[C@]12CN=CN1C2

```
! wB97M-V def2-TZVPD RIJCOSX def2/J DEFGRID3
* xyz 0 1
C 2.9187 -0.3096 -0.5311
C 1.7663 -0.0501 -0.1604
C 0.2920 0.0452 0.1277
C -0.4499 -1.2082 0.4285
N -1.7647 -1.0082 -0.2093
C -1.7830 0.1027 -0.8215
N -0.6002 0.8611 -0.7610
C -0.2330 1.3374 0.6132
H 4.0220 -0.5717 -0.7056
H -0.7682 -1.4223 1.4713
H -0.0222 -2.0486 0.0030
H -2.6711 0.5002 -1.3691
H -1.0899 1.4710 1.3462
H 0.3833 2.3010 0.5682
*
```


The least stable of them is a.


a:
Density functional theory data (wB97M-V/def2-TZVPD) for C6H6N2 in the gas phase.

## Properties
- HOMO-LUMO gap (hartree) = 0.3572
- highest occupied orbital energy (eV) = -8.8
- SMILES string = C1=Cn2ccnc2C1

```
! wB97M-V def2-TZVPD RIJCOSX def2/J DEFGRID3
* xyz 0 1
C -2.1057 0.1950 0.3505
C -1.2041 1.1501 -0.0452
N 0.1311 0.6365 -0.3712
C 1.4046 1.1023 0.2169
C 2.1679 -0.1267 0.1739
N 1.2297 -1.1273 -0.0402
C 0.0358 -0.6765 -0.3911
C -1.4686 -1.1421 0.0330
H -3.1525 0.1336 0.4760
H -1.4635 2.1981 -0.3214
H 1.6360 2.0754 -0.1001
H 3.2351 -0.6422 0.6081
H -1.6753 -1.7403 -0.8533
H -1.0847 -1.6016 1.0422
*
```


b:
Density functional theory data (wB97M-V/def2-TZVPD) for C6H6N2 in the gas phase.

## Properties
- HOMO-LUMO gap (hartree) = 0.4364
- highest occupied orbital energy (eV) = -11.2
- SMILES string = N#CC1(C#N)CCC1

```
! wB97M-V def2-TZVPD RIJCOSX def2/J DEFGRID3
* xyz 0 1
N -2.1570 -1.7418 -1.2959
C -1.6118 -0.6842 -0.9496
C -0.6804 0.2751 -0.3517
C -0.9135 1.6918 -0.5709
N -1.0270 2.8110 -0.5494
C 0.8429 -0.0478 -0.6860
C 1.2742 -0.0941 0.7512
C -0.2472 -0.3497 1.0717
H 0.9059 -1.0330 -1.1538
H 1.2153 0.4777 -1.4546
H 1.5708 0.8863 1.3054
H 2.1043 -0.8455 0.9177
H -0.6651 0.0724 2.0227
H -0.6116 -1.4182 0.9432
*
```


c:
Density functional theory data (wB97M-V/def2-TZVPD) for C6H6N2 in the gas phase.

## Properties
- HOMO-LUMO gap (hartree) = 0.3497
- highest occupied orbital energy (eV) = -9.3
- SMILES string = c1cnc2c(n1)CC2

```
! wB97M-V def2-TZVPD RIJCOSX def2/J DEFGRID3
* xyz 0 1
C 1.9618 0.6920 0.0209
C 2.0814 -0.6450 0.0468
N 1.0088 -1.3832 -0.1129
C -0.0684 -0.5983 -0.1184
C -0.1350 0.8541 -0.2066
N 0.8495 1.5900 -0.1587
C -1.7137 0.7545 0.1397
C -1.5852 -0.8291 -0.0851
H 3.0111 1.2429 -0.0197
H 3.1096 -0.9799 0.2317
H -2.6304 0.9916 -0.5540
H -2.0387 0.8842 1.3443
H -2.0589 -0.8780 -1.2830
H -1.7919 -1.6959 0.7551
*
```


d:
Density functional theory data (wB97M-V/def2-TZVPD) for C6H6N2 in the gas phase.

## Properties
- HOMO-LUMO gap (spin up / spin down) (hartree) = 0.2728 / 0.2729
- highest occupied orbital energy (spin up / spin down) (eV) = -7.2 / -7.2

```
! wB97M-V def2-TZVPD RIJCOSX def2/J DEFGRID3
* xyz 0 1
C -2.7417 0.4613 -1.4854
C -1.6348 0.2528 -0.6990
C 1.9501 1.1303 0.7793
C 2.5326 -0.0562 0.8487
C 1.2126 -0.0500 0.1796
C 0.0293 -0.8336 0.5617
N -3.7488 0.6835 -1.9915
N -1.1614 -0.8271 -0.0344
H -1.1017 1.1773 -0.4083
H 1.7172 2.1054 0.8497
H 3.3650 -0.6377 1.0453
H 1.1406 -0.0773 -1.0244
H 0.1755 -1.6768 1.2558
H -1.7346 -1.6519 0.1228
*
```


The least stable of them is d.


a:
Density functional theory data (wB97M-V/def2-TZVPD) for a molecular structure, C27H25Br2CuN4O.

## Properties
- HOMO-LUMO gap (spin up / spin down) (hartree) = 0.2502 / 0.2484
- <S²> = 0.75
- highest occupied orbital energy (spin up / spin down) (eV) = -10.1 / -10.1

```
! wB97M-V def2-TZVPD RIJCOSX def2/J DEFGRID3
* xyz 1 2
Cu -0.7650 0.5250 0.1490
Br 3.5706 0.3585 6.0370
C 2.2404 0.4591 4.7014
C 0.9124 0.5935 5.1154
C -0.0757 0.6970 4.1761
C 0.1856 0.6304 2.7895
O -0.8261 0.6610 1.9920
C 1.5581 0.5379 2.3849
C 2.0267 0.5045 1.0360
N 1.2754 0.5299 -0.0068
C 1.7170 0.3353 -1.3368
C 3.0045 0.3419 -1.8120
C 3.2631 0.0587 -3.1685
C 2.2787 -0.2960 -4.0340
C 0.9249 -0.3147 -3.5791
C -0.1700 -0.6834 -4.4090
C -1.4356 -0.6490 -3.9188
C -1.6291 -0.1766 -2.5997
N -0.6352 0.1471 -1.8048
C 0.6625 0.0474 -2.2531
C 2.5529 0.4373 3.3758
H 0.6678 0.6347 6.1616
H -1.1213 0.8192 4.4507
H 3.1195 0.4147 0.9074
H 3.8240 0.5723 -1.1708
H 4.2901 0.0983 -3.5086
H 2.5022 -0.5183 -5.0686
H 0.0264 -1.0201 -5.4098
H -2.2893 -0.9453 -4.5198
H -2.6394 -0.0280 -2.2314
H 3.5978 0.3616 3.0996
C -0.1968 6.1937 0.1049
C -1.1420 5.0234 0.1169
C -2.5199 5.1795 0.2190
C -3.3400 4.0728 0.1983
C -2.7422 2.8276 0.0867
Br -3.7855 1.2618 0.0470
N -1.4453 2.6399 -0.0160
C -0.6627 3.7199 0.0034
H -0.7386 7.1295 0.1448
H 0.4272 6.1906 -0.7889
H 0.5015 6.1349 0.9475
H -2.9444 6.1710 0.3083
H -4.4149 4.1429 0.2693
H 0.3983 3.5441 -0.0752
C -1.1618 -4.9186 1.5390
C -0.6718 -4.4142 0.1825
C -1.5529 -4.9595 -0.9258
C 0.7860 -4.8277 -0.0628
C -0.7717 -2.9438 0.2096
N -0.9021 -1.8055 0.2823
H -1.0970 -6.0190 1.5510
H -2.2048 -4.6574 1.7076
H -0.5581 -4.5377 2.3607
H -1.4495 -6.0452 -0.9074
H -1.2092 -4.6245 -1.8932
H -2.6080 -4.6923 -0.8072
H 0.8166 -5.9274 -0.0004
H 1.4492 -4.4421 0.7129
H 1.1265 -4.5510 -1.0590
*
```


b:
Density functional theory data (wB97M-V/def2-TZVPD) for a molecular structure, C27H25Br2CuN4O.

## Properties
- HOMO-LUMO gap (spin up / spin down) (hartree) = 0.2500 / 0.2483
- <S²> = 0.75
- highest occupied orbital energy (spin up / spin down) (eV) = -10.4 / -10.4

```
! wB97M-V def2-TZVPD RIJCOSX def2/J DEFGRID3
* xyz 1 2
Cu -0.0776 0.3039 -1.0034
Br 6.5847 3.2542 -0.6689
C 4.8891 2.5123 -1.1018
C 4.8340 1.6194 -2.2017
C 3.6548 1.0027 -2.5010
C 2.4850 1.1719 -1.7182
O 1.5078 0.4322 -1.9811
C 2.5511 2.1460 -0.6941
C 1.3904 2.5834 0.0167
N 0.2123 1.9937 -0.0540
C -0.9069 2.4494 0.6460
C -1.0278 3.5031 1.5011
C -2.2533 3.9186 2.0622
C -3.3980 3.2563 1.6919
C -3.3196 2.0862 0.8785
C -4.4368 1.3925 0.4627
C -4.3510 0.3667 -0.4230
C -3.0515 -0.0374 -0.8210
N -1.9765 0.6239 -0.4554
C -2.1036 1.6876 0.3128
C 3.7712 2.8076 -0.4125
H 5.7223 1.4225 -2.7427
H 3.6071 0.2419 -3.2746
H 1.4948 3.4511 0.6533
H -0.1015 4.0508 1.7286
H -2.2377 4.7841 2.7289
H -4.3792 3.4726 2.1341
H -5.4411 1.6801 0.7884
H -5.2603 -0.1619 -0.8150
H -2.8790 -0.8991 -1.4484
H 3.8487 3.5318 0.4212
C -1.7437 0.8427 4.1810
C -0.5107 0.3364 3.3983
C 0.7525 0.9300 3.4801
C 1.7534 0.4144 2.6952
C 1.4947 -0.7117 1.9120
Br 2.8479 -1.4726 0.7856
N 0.2965 -1.2449 1.7850
C -0.6578 -0.7075 2.5162
H -1.4994 1.6998 4.7847
H -2.1854 0.0235 4.7766
H -2.4450 1.1790 3.4528
H 0.9382 1.7561 4.1766
H 2.7730 0.7884 2.7673
H -1.6445 -1.0627 2.3339
C -0.7149 -4.1265 -3.7660
C 0.0381 -4.1051 -2.4033
C 1.5813 -4.2987 -2.4280
C -0.6423 -5.0738 -1.4393
C -0.1490 -2.6827 -1.8979
N -0.3212 -1.5982 -1.5447
H -0.6601 -5.1545 -4.1585
H -0.2242 -3.4114 -4.5146
H -1.7579 -3.8894 -3.6228
H 1.7697 -5.3483 -2.6722
H 2.0756 -4.0604 -1.4402
H 2.0325 -3.6454 -3.1742
H -0.7239 -6.0367 -1.9978
H -1.7072 -4.8128 -1.2001
H -0.1178 -5.1753 -0.4953
*
```


The least stable of them is b.


a:
Density functional theory data (wB97M-V/def2-TZVPD) for 4 unconnected molecules or ions with the total composition C5H15N2O3.

## Properties
- HOMO-LUMO gap (hartree) = 0.3744
- highest occupied orbital energy (eV) = -12.9

```
! wB97M-V def2-TZVPD RIJCOSX def2/J DEFGRID3
* xyz 1 1
C -2.0781 -2.4189 0.6523
C -1.6701 -2.2853 -0.7192
C -0.9809 -0.9634 -0.8910
C 0.4504 -0.8764 -1.2087
N 0.7038 0.5513 -1.0352
C -0.4502 1.2138 -0.8622
N -1.5535 0.3502 -0.8883
H -2.9591 -1.6916 0.8988
H -1.4147 -2.1278 1.4054
H -2.3928 -3.4675 0.7692
H -2.5005 -2.3426 -1.3034
H -0.8840 -3.1503 -1.1566
H 1.2329 -1.5619 -1.4899
H 1.5983 1.1023 -1.2050
H -0.3661 2.3143 -0.6740
H -2.5187 0.7805 -0.7197
H 3.2124 0.5592 1.2725
H 2.6927 -0.2407 2.5561
O 2.6916 -0.2199 1.6102
H 3.3093 1.8194 -2.0351
H 2.9996 3.1979 -2.1778
O 2.6076 2.2781 -1.9099
H -0.7823 3.0856 2.5915
H -0.2703 2.0277 3.7211
O -0.6772 2.0660 2.7991
*
```


b:
Density functional theory data (wB97M-V/def2-TZVPD) for 3 unconnected molecules or ions with the total composition C5H15N2O3.

## Properties
- HOMO-LUMO gap (spin up / spin down) (hartree) = 0.3154 / 0.3154
- highest occupied orbital energy (spin up / spin down) (eV) = -11.6 / -11.6

```
! wB97M-V def2-TZVPD RIJCOSX def2/J DEFGRID3
* xyz 1 1
C -3.0376 0.4779 -0.2353
C 0.7321 1.9643 1.2163
C 2.5703 -1.5683 0.3129
C -1.5745 -1.2921 0.5045
C 0.5686 -0.1656 0.0565
N -1.1113 -2.5615 0.3855
N 0.9669 0.8050 -1.9029
O -2.2762 -0.7326 -0.4243
O 1.2369 0.6695 0.8583
O 1.1899 -1.2803 -0.1143
H -2.3030 1.1896 0.1180
H -3.8038 0.2308 0.6404
H -3.4760 0.7489 -1.1591
H 0.8207 2.6640 0.3820
H 1.4774 2.2700 1.8744
H -0.1127 1.8490 1.8503
H 2.8032 -2.5487 0.0344
H 2.7090 -1.2063 1.3872
H 3.3751 -0.9967 -0.3967
H -1.4279 -0.7724 1.3570
H -0.4063 -2.7181 1.0977
H 0.6713 1.7432 -2.0444
H 0.3867 0.2646 -2.6308
H -1.1209 -3.0087 -0.4471
H 1.8996 0.6894 -2.1680
*
```


The least stable of them is b.


a:
Density functional theory data (wB97M-V/def2-TZVPD) for 2 unconnected molecules or ions with the total composition C6H14O2.

## Properties
- HOMO-LUMO gap (hartree) = 0.3877
- highest occupied orbital energy (eV) = -9.7
- SMILES string = CC(C)(C)C=O.CO

```
! wB97M-V def2-TZVPD RIJCOSX def2/J DEFGRID3
* xyz 0 1
C -0.4389 -0.5691 -1.3814
C -1.0069 0.2146 -0.1978
C -2.1427 1.1362 -0.6720
C -1.5061 -0.7343 0.8889
C 0.0497 1.1420 0.3485
O 0.2611 1.3754 1.5065
H 0.3971 -1.1794 -1.0511
H -1.2054 -1.2190 -1.7959
H -0.0965 0.1047 -2.1650
H -2.9334 0.5406 -1.1218
H -1.7825 1.8472 -1.4130
H -2.5605 1.6904 0.1660
H -2.3633 -1.3003 0.5338
H -0.7157 -1.4284 1.1619
H -1.7966 -0.1732 1.7739
H 0.6179 1.6685 -0.4463
C 3.1614 -0.4804 0.4288
O 1.9209 -0.9947 0.8480
H 3.9658 -0.7723 1.1117
H 3.3599 -0.9048 -0.5534
H 3.1379 0.6122 0.3488
H 1.6770 -0.5760 1.6809
*
```


b:
Density functional theory data (wB97M-V/def2-TZVPD) for 4 unconnected molecules or ions with the total composition C6H14O2.

## Properties
- HOMO-LUMO gap (hartree) = 0.1274
- highest occupied orbital energy (eV) = -6.6

```
! wB97M-V def2-TZVPD RIJCOSX def2/J DEFGRID3
* xyz 0 1
C -2.8158 -0.0549 -0.2907
C -3.4067 1.1143 -0.0680
C -1.3409 -0.3230 -0.1417
C -0.4520 0.8256 -0.2222
C 0.5259 1.0514 0.7266
C 1.4554 2.0397 0.6533
H -3.4477 -0.9341 -0.3437
H -4.4508 1.2635 -0.2888
H -2.8381 1.9913 0.2087
H -1.1662 -0.7753 0.8395
H -1.0780 -1.1245 -0.8507
H -0.4320 1.4164 -1.1332
H 0.7282 0.2458 1.4295
H 2.6211 -2.0293 -0.1744
H 1.5677 2.7497 -0.1570
H 2.3139 1.9673 1.3045
H 4.0041 0.3255 -0.9146
H 2.8802 -0.7906 -1.0865
O 3.1856 0.1105 -1.3618
H 0.4298 -3.7816 0.7948
H 1.2856 -2.4593 0.3897
O 0.4307 -2.8285 0.6865
*
```


The least stable of them is b.


a:
Density functional theory data (wB97M-V/def2-TZVPD) for 2 unconnected molecules or ions with the total composition C6H14O2.

## Properties
- HOMO-LUMO gap (hartree) = 0.3846
- highest occupied orbital energy (eV) = -9.7
- SMILES string = CCCCCC=O.O

```
! wB97M-V def2-TZVPD RIJCOSX def2/J DEFGRID3
* xyz 0 1
C 1.6357 -0.5099 1.9549
C 0.7162 0.6379 1.5579
C -0.7527 0.2535 1.4605
C -1.5822 1.2062 0.5695
C -1.4806 0.8416 -0.9168
C -2.2206 -0.4095 -1.2841
O -2.1010 -0.9882 -2.3284
H 2.5492 -0.1376 2.4234
H 1.9140 -1.1107 1.0971
H 1.1384 -1.2077 2.6290
H 1.0692 1.0995 0.6427
H 0.7732 1.4042 2.3330
H -1.1933 0.1556 2.4456
H -0.8817 -0.7508 1.0559
H -1.1636 2.2083 0.6868
H -2.6127 1.2112 0.8998
H -1.8468 1.6906 -1.4954
H -0.4368 0.7071 -1.2017
H -2.9169 -0.8123 -0.5246
O 4.2353 -0.8461 -1.2310
H 4.8144 -0.2517 -0.7185
H 4.7637 -1.0587 -2.0099
*
```


b:
Density functional theory data (wB97M-V/def2-TZVPD) for a molecular structure, C6H14O2.

## Properties
- HOMO-LUMO gap (hartree) = 0.3084
- highest occupied orbital energy (eV) = -7.7

```
! wB97M-V def2-TZVPD RIJCOSX def2/J DEFGRID3
* xyz 0 1
C -0.6711 0.6762 0.0728
C 1.1096 -0.7868 -0.5474
C -0.7583 -0.7262 0.0220
C -0.1419 1.3428 1.3107
C -0.7982 1.5344 -1.1453
C 1.8865 -1.4108 0.5898
O 1.1072 -1.5821 -1.7031
O -2.5679 0.2497 0.6466
H 0.8109 -2.4721 -1.4668
H -3.1581 0.1967 -0.1190
H 1.5921 0.1443 -0.8425
H -1.2413 -1.1831 -0.8343
H -0.7818 -1.2857 0.9477
H -1.5222 1.1691 -1.8746
H 0.7392 1.9553 1.1033
H -0.9193 2.0105 1.6880
H 0.0550 0.6341 2.1162
H -1.1185 2.5443 -0.8808
H 0.1168 1.7034 -1.7202
H 2.9038 -1.6617 0.2678
H 1.4087 -2.3317 0.9365
H 1.9488 -0.7206 1.4327
*
```


c:
Density functional theory data (wB97M-V/def2-TZVPD) for 3 unconnected molecules or ions with the total composition C6H14O2.

## Properties
- HOMO-LUMO gap (hartree) = 0.1405
- highest occupied orbital energy (eV) = -7.4

```
! wB97M-V def2-TZVPD RIJCOSX def2/J DEFGRID3
* xyz 0 1
O -3.5472 0.5359 -0.6942
C -3.1873 -0.1316 0.2518
C -1.8580 -0.0016 0.8455
C -0.7409 0.3356 -0.0173
C 0.1003 1.5395 0.4106
C 0.0937 -0.9597 -0.3065
C 0.7024 -0.9616 -1.6918
H -3.8686 -0.8812 0.6847
H -1.7529 -0.5839 1.7548
H 2.3686 -1.2431 0.4148
H -1.2630 0.6102 -0.9441
H 0.8920 1.6330 -0.3271
H -0.4644 2.4576 0.4844
H 0.5437 1.3003 1.3702
H -0.6089 -1.7939 -0.1733
H 0.9031 -1.0354 0.4540
H 1.2363 -0.0332 -1.8883
H 1.3316 -1.7877 -1.9622
H -0.1204 -0.9209 -2.4129
H 2.8144 0.1480 0.7011
H 3.4408 0.7468 1.9246
O 2.9846 1.0270 1.1213
*
```


The least stable of them is c.